# 1
The following is a quantum chemistry calculation of a cluster of 3 separate species, C23H53NO11P2S in total, from the Open Molecules 2025 dataset.

Bonds (Å) are listed after each position.
Atoms and positions in Å:
1 C 9.5009 0.9512 1.4678  C2 1.556, H17 1.114, H18 1.107, H19 1.105
2 C 9.0343 2.3837 1.0789  C1 1.556, C3 1.570, H20 1.112, H21 1.105
3 C 7.5347 2.4569 0.6191  C2 1.570, C4 1.565, H22 1.105, H23 1.113
4 C 7.1659 3.9733 0.4957  C3 1.565, C5 1.560, H24 1.114, H25 1.109
5 C 5.8461 4.2413 -0.2923  C4 1.560, C6 1.566, H26 1.113, H27 1.110
6 C 4.5587 4.1511 0.5949  C5 1.566, C7 1.577, H28 1.113, H29 1.112
7 C 3.3204 3.5607 -0.1836  C6 1.577, C8 1.556, H30 1.113, H31 1.104
8 C 2.0346 3.8544 0.6420  C7 1.556, C9 1.564, O16 1.449, H32 1.113
9 C 0.6976 3.7351 -0.1607  C8 1.564, C10 1.572, H33 1.109, H34 1.113
10 C -0.1919 2.4873 0.1903  C9 1.572, N11 1.482, C12 1.581, H35 1.112
11 N 0.3149 1.2108 -0.3665  C10 1.482, H36 1.016, H37 1.016
12 C -0.5564 2.3404 1.7218  C10 1.581, S13 1.834, H38 1.099, H39 1.110
13 S 0.6966 3.2935 2.6635  C12 1.834, O14 1.480, O15 1.487, O16 1.651
14 O 0.3102 4.7185 2.7634  S13 1.480
15 O 0.8755 2.7540 4.0375  S13 1.487
16 O 2.0989 3.0300 1.8321  C8 1.449, S13 1.651
17 H 10.5923 1.0184 1.6834  C1 1.114
18 H 9.4038 0.2107 0.6506  C1 1.107
19 H 9.0108 0.5772 2.3848  C1 1.105
20 H 9.1172 3.0423 1.9714  C2 1.112
21 H 9.6743 2.8267 0.2939  C2 1.105
22 H 6.8600 1.9441 1.3287  C3 1.105
23 H 7.4804 1.9879 -0.3892  C3 1.113
24 H 7.9878 4.4408 -0.0927  C4 1.114
25 H 7.1571 4.4236 1.5095  C4 1.109
26 H 5.9078 5.2963 -0.6418  C5 1.113
27 H 5.7168 3.5640 -1.1628  C5 1.110
28 H 4.2600 5.1346 1.0213  C6 1.113
29 H 4.7679 3.4988 1.4712  C6 1.112
30 H 3.4969 2.4617 -0.2083  C7 1.113
31 H 3.2892 4.0148 -1.1893  C7 1.104
32 H 2.1233 4.9098 0.9835  C8 1.113
33 H 0.0538 4.6354 -0.0860  C9 1.109
34 H 0.9441 3.6447 -1.2420  C9 1.113
35 H -1.1633 2.6506 -0.3267  C10 1.112
36 H 0.1794 1.3160 -1.3677  N11 1.016
37 H 1.3026 1.1006 -0.1569  N11 1.016
38 H -1.5854 2.6422 1.9642  C12 1.099
39 H -0.3998 1.2843 2.0263  C12 1.110
40 C -5.7755 2.1758 -5.3107  C41 1.516, H51 1.093, H52 1.091, H53 1.092
41 C -5.4941 2.4128 -3.8396  C40 1.516, O42 1.424, H54 1.091, H55 1.093
42 O -5.7399 1.2597 -3.0414  C41 1.424, P43 1.670
43 P -4.5555 0.1143 -2.7698  O42 1.670, O44 1.525, O45 1.653, O48 1.688
44 O -3.4092 1.0739 -2.4706  P43 1.525
45 O -4.9216 -0.2710 -1.2047  P43 1.653, C46 1.424
46 C -3.9693 -0.0630 -0.1670  O45 1.424, C47 1.516, H56 1.091, H57 1.093
47 C -4.1468 1.3081 0.4555  C46 1.516, H58 1.091, H59 1.091, H60 1.092
48 O -5.6435 -1.1157 -3.1619  P43 1.688, C49 1.415
49 C -6.2462 -1.2379 -4.4359  O48 1.415, C50 1.516, H61 1.089, H62 1.093
50 C -5.2488 -1.5747 -5.5263  C49 1.516, H63 1.094, H64 1.091, H65 1.091
51 H -5.1300 1.3913 -5.7132  C40 1.093
52 H -5.6104 3.0850 -5.8910  C40 1.091
53 H -6.8107 1.8636 -5.4658  C40 1.092
54 H -4.4751 2.7820 -3.7101  C41 1.091
55 H -6.1629 3.1943 -3.4707  C41 1.093
56 H -2.9534 -0.2062 -0.5394  C46 1.091
57 H -4.1328 -0.8283 0.5954  C46 1.093
58 H -4.2064 2.0980 -0.2946  C47 1.091
59 H -3.3200 1.5303 1.1322  C47 1.091
60 H -5.0793 1.3519 1.0219  C47 1.092
61 H -6.8238 -0.3442 -4.6683  C49 1.089
62 H -6.9720 -2.0514 -4.3571  C49 1.093
63 H -4.3959 -0.8893 -5.5162  C50 1.094
64 H -5.7263 -1.5303 -6.5065  C50 1.091
65 H -4.8538 -2.5820 -5.3833  C50 1.091
66 C 0.7826 -6.3974 3.6838  C67 1.516, H77 1.093, H78 1.091, H79 1.092
67 C -0.4255 -6.7714 2.8469  C66 1.516, O68 1.424, H80 1.091, H81 1.093
68 O -1.3261 -5.6835 2.6672  C67 1.424, P69 1.670
69 P -1.1600 -4.6114 1.3977  O68 1.670, O70 1.523, O71 1.654, O74 1.689
70 O -0.9047 -5.6482 0.3112  P69 1.523
71 O -2.7600 -4.3499 1.0699  P69 1.654, C72 1.425
72 C -3.3009 -4.6813 -0.2059  O71 1.425, C73 1.517, H82 1.091, H83 1.093
73 C -3.8545 -6.0938 -0.2051  C72 1.517, H84 1.090, H85 1.092, H86 1.092
74 O -1.3343 -3.3251 2.4784  P69 1.689, C75 1.415
75 C -0.4309 -3.0777 3.5392  O74 1.415, C76 1.516, H87 1.089, H88 1.093
76 C 0.9463 -2.6717 3.0536  C75 1.516, H89 1.094, H90 1.091, H91 1.092
77 H 1.3632 -5.6055 3.2044  C66 1.093
78 H 1.4364 -7.2583 3.8318  C66 1.091
79 H 0.4795 -6.0345 4.6686  C66 1.092
80 H -0.1022 -7.1880 1.8913  C67 1.091
81 H -0.9854 -7.5565 3.3610  C67 1.093
82 H -2.5539 -4.5430 -0.9893  C72 1.091
83 H -4.1094 -3.9766 -0.4174  C72 1.093
84 H -3.1448 -6.8112 0.2078  C73 1.090
85 H -4.1184 -6.4071 -1.2169  C73 1.092
86 H -4.7491 -6.1475 0.4191  C73 1.092
87 H -0.3944 -3.9334 4.2121  C75 1.089
88 H -0.8564 -2.2565 4.1220  C75 1.093
89 H 1.3342 -3.3761 2.3114  C76 1.094
90 H 1.6450 -2.6188 3.8899  C76 1.091
91 H 0.9084 -1.6905 2.5770  C76 1.092

Properties
Highest occupied orbital energy ... -9.95 eV
Relative energy (zero: lowest compared OMol25 entry of this formula, charge and spin) ... 2.8896 eV
F_max ... 8.7 eV/A
HOMO-LUMO gap ... 8.805 eV
Multiplicity ... 1
Structure (SMILES) ... CCCCCCC[C@H]1C[C@@H](N)CS(=O)(=O)O1.CCOP(=O)(OCC)OCC.CCOP(=O)(OCC)OCC

Löwdin population analysis, charges in e, atoms 1 to 4: atom 1 (C): -0.13, atom 2 (C): -0.28, atom 3 (C): -0.22, atom 4 (C): -0.23

=====

# 2
The following is a quantum chemistry calculation of a cluster of 10 separate species, C23H54N2O8S5 in total, from the Open Molecules 2025 dataset.

Bonds (Å) are listed after each position.
Atoms and positions in Å:
1 C -2.4312 -6.5952 -0.7162  C2 1.471, H4 1.090, H5 1.090, H6 1.090
2 C -3.5449 -6.6512 -1.6749  C1 1.471, N3 1.141
3 N -4.4148 -6.6896 -2.4123  C2 1.141
4 H -2.0814 -7.6071 -0.5117  C1 1.090
5 H -2.8203 -6.3424 0.2701  C1 1.090
6 H -1.6009 -5.9310 -0.9563  C1 1.090
7 C -1.0181 -0.4433 -0.2163  C8 1.447, H10 1.090, H11 1.090, H12 1.090
8 C -0.9769 0.5516 0.8333  C7 1.447, N9 1.176
9 N -0.8927 1.3340 1.7069  C8 1.176
10 H -2.0588 -0.7272 -0.3727  C7 1.090
11 H -0.4877 -1.3144 0.1682  C7 1.090
12 H -0.6214 -0.1120 -1.1759  C7 1.090
13 C 0.5225 -5.3226 -6.4909  S14 1.848, H17 1.090, H18 1.090, H19 1.090
14 S 1.0691 -4.1853 -5.1402  C13 1.848, O15 1.573, C16 1.889
15 O -0.0610 -3.0956 -5.0464  S14 1.573
16 C 2.5480 -3.5257 -6.1138  S14 1.889, H20 1.090, H21 1.090, H22 1.090
17 H -0.5412 -5.5359 -6.3848  C13 1.090
18 H 1.1510 -6.1947 -6.6713  C13 1.090
19 H 0.5642 -4.8966 -7.4933  C13 1.090
20 H 2.2090 -3.1283 -7.0705  C16 1.090
21 H 3.2745 -4.3146 -6.3089  C16 1.090
22 H 2.9681 -2.7471 -5.4771  C16 1.090
23 C 3.9415 2.2580 -5.6510  S24 1.814, H27 1.090, H28 1.090, H29 1.090
24 S 2.5679 2.1840 -4.4684  C23 1.814, O25 1.507, C26 1.865
25 O 1.8466 3.5077 -4.4683  S24 1.507
26 C 3.6502 2.2961 -2.9538  S24 1.865, H30 1.090, H31 1.090, H32 1.090
27 H 4.5953 1.3958 -5.5198  C23 1.090
28 H 4.4839 3.2022 -5.6011  C23 1.090
29 H 3.6289 2.1464 -6.6892  C23 1.090
30 H 4.1892 1.3588 -2.8156  C26 1.090
31 H 3.0713 2.4250 -2.0393  C26 1.090
32 H 4.3437 3.1178 -3.1325  C26 1.090
33 C 7.2065 1.9251 3.2746  S34 1.840, H37 1.090, H38 1.090, H39 1.090
34 S 5.4843 2.2550 3.8323  C33 1.840, O35 1.535, C36 1.829
35 O 5.0355 3.5703 3.1800  S34 1.535
36 C 4.7883 0.8732 2.8571  S34 1.829, H40 1.090, H41 1.090, H42 1.090
37 H 7.3360 1.8351 2.1961  C33 1.090
38 H 7.5293 0.9693 3.6874  C33 1.090
39 H 7.9419 2.6339 3.6553  C33 1.090
40 H 3.7021 0.9456 2.8023  C36 1.090
41 H 4.9082 -0.0597 3.4080  C36 1.090
42 H 5.2189 0.7520 1.8631  C36 1.090
43 C -0.9901 5.8006 -0.6421  S44 1.818, H47 1.090, H48 1.090, H49 1.090
44 S -0.1652 7.3636 -1.0682  C43 1.818, O45 1.535, C46 1.854
45 O 0.1146 7.2215 -2.5712  S44 1.535
46 C 1.4646 7.0967 -0.2257  S44 1.854, H50 1.090, H51 1.090, H52 1.090
47 H -2.0091 5.7974 -1.0290  C43 1.090
48 H -1.0451 5.7467 0.4452  C43 1.090
49 H -0.3331 5.0335 -1.0518  C43 1.090
50 H 1.9706 6.1514 -0.4220  C46 1.090
51 H 1.2345 6.9447 0.8288  C46 1.090
52 H 2.1216 7.9412 -0.4336  C46 1.090
53 C -3.1644 -1.5198 5.3214  S54 1.798, H57 1.090, H58 1.090, H59 1.090
54 S -3.9509 -2.7962 4.3285  C53 1.798, O55 1.528, C56 1.891
55 O -3.3294 -2.8814 2.9350  S54 1.528
56 C -3.2451 -4.3361 5.1695  S54 1.891, H60 1.090, H61 1.090, H62 1.090
57 H -3.5411 -1.5620 6.3434  C53 1.090
58 H -3.3176 -0.5066 4.9500  C53 1.090
59 H -2.1027 -1.7476 5.4167  C53 1.090
60 H -3.7124 -4.4494 6.1478  C56 1.090
61 H -2.1757 -4.1258 5.1856  C56 1.090
62 H -3.4054 -5.2042 4.5302  C56 1.090
63 C 1.6661 -5.2655 2.2579  C64 1.531, H67 1.090, H68 1.090, H69 1.090
64 C 2.4714 -4.9015 1.0077  C63 1.531, O65 1.268, C66 1.519
65 O 2.7945 -3.6853 0.8545  C64 1.268
66 C 2.8506 -5.9882 0.0160  C64 1.519, H70 1.090, H71 1.090, H72 1.090
67 H 1.5677 -4.4141 2.9314  C63 1.090
68 H 2.1103 -6.1363 2.7402  C63 1.090
69 H 0.6752 -5.5962 1.9468  C63 1.090
70 H 3.1966 -5.5406 -0.9157  C66 1.090
71 H 1.9880 -6.6430 -0.1077  C66 1.090
72 H 3.6964 -6.5380 0.4288  C66 1.090
73 C -2.4174 8.4438 6.3088  C74 1.555, H77 1.090, H78 1.090, H79 1.090
74 C -1.4246 7.7437 5.3380  C73 1.555, O75 1.192, C76 1.518
75 O -0.8216 8.4193 4.5636  C74 1.192
76 C -1.0455 6.2938 5.5784  C74 1.518, H80 1.090, H81 1.090, H82 1.090
77 H -3.0957 7.7732 6.8365  C73 1.090
78 H -2.9763 9.2752 5.8793  C73 1.090
79 H -1.8107 8.8172 7.1338  C73 1.090
80 H -0.2619 5.9922 4.8834  C76 1.090
81 H -1.8089 5.5795 5.2699  C76 1.090
82 H -0.7307 6.1652 6.6140  C76 1.090
83 C -5.0605 -1.1564 -3.8464  C84 1.559, H87 1.090, H88 1.090, H89 1.090
84 C -6.4010 -0.5337 -3.3521  C83 1.559, O85 1.227, C86 1.520
85 O -6.6784 0.6566 -3.4576  C84 1.227
86 C -7.4897 -1.4979 -2.9100  C84 1.520, H90 1.090, H91 1.090, H92 1.090
87 H -4.3763 -0.4563 -4.3257  C83 1.090
88 H -5.3302 -1.8904 -4.6058  C83 1.090
89 H -4.4987 -1.5984 -3.0236  C83 1.090
90 H -7.3359 -2.5304 -3.2237  C86 1.090
91 H -8.4859 -1.3165 -3.3135  C86 1.090
92 H -7.6107 -1.5566 -1.8284  C86 1.090

Properties
Highest occupied orbital energy ... -8.11 eV
Relative energy (zero: lowest compared OMol25 entry of this formula, charge and spin) ... 3.0936 eV
F_max ... 4.0 eV/A
HOMO-LUMO gap ... 8.056 eV
Multiplicity ... 1

Löwdin population analysis, charges in e, atoms 1 to 4: atom 1 (C): -0.08, atom 2 (C): -0.28, atom 3 (N): 0.13, atom 4 (H): 0.08

=====

# 3
The following is a quantum chemistry calculation of a cluster of 3 separate species, C23H55BrN3O5PSi in total, from the Open Molecules 2025 dataset.

Bonds (Å) are listed after each position.
Atoms and positions in Å:
1 H 0.7814 0.4762 2.0357  N2 1.023
2 N 1.5751 -0.0067 1.6076  H1 1.023, C3 1.265
3 C 1.5266 -1.2319 1.9204  N2 1.265, C4 1.495, H18 1.082
4 C 0.4515 -1.8686 2.7405  C3 1.495, Si5 1.920, H19 1.083, H20 1.084
5 Si -0.8948 -2.6090 1.5894  C4 1.920, C6 1.890, P15 2.265, H21 1.478
6 C -2.3752 -1.4379 1.6886  Si5 1.890, C7 1.549, H22 1.089, H23 1.086
7 C -3.7072 -1.9658 1.1006  C6 1.549, C8 1.549, H24 1.081, H25 1.081
8 C -4.0954 -1.4871 -0.3209  C7 1.549, C9 1.526, H26 1.083, H27 1.083
9 C -4.2427 -2.6183 -1.3346  C8 1.526, C10 1.541, H28 1.080, H29 1.084
10 C -5.3037 -2.3816 -2.4275  C9 1.541, C11 1.533, H30 1.083, H31 1.084
11 C -4.8158 -2.0126 -3.8336  C10 1.533, C12 1.521, H32 1.087, H33 1.086
12 C -3.6951 -0.9880 -3.9241  C11 1.521, C13 1.515, H34 1.078, H35 1.087
13 C -4.0805 0.4059 -3.4731  C12 1.515, C14 1.526, H36 1.085, H37 1.081
14 C -2.8955 1.3546 -3.6269  C13 1.526, H38 1.084, H39 1.080, H40 1.083
15 P 0.1009 -2.7393 -0.4405  Si5 2.265, O16 1.664, Br17 2.244
16 O -0.6647 -1.5232 -1.2801  P15 1.664, H41 0.974
17 Br -0.6257 -4.6487 -1.3686  P15 2.244
18 H 2.3067 -1.8953 1.5712  C3 1.082
19 H -0.0332 -1.1148 3.3484  C4 1.083
20 H 0.8788 -2.6644 3.3399  C4 1.084
21 H -1.2541 -3.9719 2.0339  Si5 1.478
22 H -2.0827 -0.4660 1.2933  C6 1.089
23 H -2.5153 -1.2868 2.7546  C6 1.086
24 H -4.4832 -1.6025 1.7597  C7 1.081
25 H -3.6870 -3.0462 1.1361  C7 1.081
26 H -5.0294 -0.9438 -0.2407  C8 1.083
27 H -3.3555 -0.7738 -0.6610  C8 1.083
28 H -3.2766 -2.8677 -1.7478  C9 1.080
29 H -4.5480 -3.4957 -0.7761  C9 1.084
30 H -6.0428 -1.6776 -2.0655  C10 1.083
31 H -5.8432 -3.3165 -2.5322  C10 1.084
32 H -4.4646 -2.9298 -4.2984  C11 1.087
33 H -5.6365 -1.6549 -4.4488  C11 1.086
34 H -2.8177 -1.3483 -3.4109  C12 1.078
35 H -3.4125 -0.9119 -4.9710  C12 1.087
36 H -4.8578 0.7797 -4.1305  C13 1.085
37 H -4.4514 0.4291 -2.4577  C13 1.081
38 H -3.0514 2.2796 -3.0835  C14 1.084
39 H -1.9748 0.8739 -3.3304  C14 1.080
40 H -2.7573 1.6275 -4.6663  C14 1.083
41 H -0.6605 -0.7429 -0.6968  O16 0.974
42 C 3.9399 -4.4530 0.7195  O43 1.417, H51 1.089, H52 1.095, H53 1.094
43 O 4.1817 -4.1263 2.0771  C42 1.417, C44 1.424
44 C 4.4234 -5.2520 2.9146  O43 1.424, C45 1.513, H54 1.093, H55 1.094
45 C 5.8498 -5.2488 3.4184  C44 1.513, N46 1.457, H56 1.094, H57 1.099
46 N 6.7892 -5.5236 2.3392  C45 1.457, C47 1.460, H58 1.012
47 C 8.1923 -5.3368 2.6980  N46 1.460, C48 1.525, H59 1.092, H60 1.094
48 C 8.6581 -3.9272 3.0482  C47 1.525, O49 1.414, H61 1.093, H62 1.097
49 O 8.6301 -3.0222 1.9616  C48 1.414, C50 1.416
50 C 7.3996 -2.3528 1.7522  O49 1.416, H63 1.093, H64 1.094, H65 1.090
51 H 3.6571 -3.5333 0.2087  C42 1.089
52 H 4.8315 -4.8596 0.2312  C42 1.095
53 H 3.1176 -5.1689 0.6282  C42 1.094
54 H 4.1955 -6.1847 2.3921  C44 1.093
55 H 3.7486 -5.1711 3.7720  C44 1.094
56 H 5.9574 -6.0203 4.1864  C45 1.094
57 H 6.0307 -4.2732 3.8901  C45 1.099
58 H 6.5737 -4.9216 1.5553  N46 1.012
59 H 8.7895 -5.6793 1.8497  C47 1.092
60 H 8.4260 -6.0000 3.5367  C47 1.094
61 H 9.7073 -3.9989 3.3473  C48 1.093
62 H 8.1184 -3.5104 3.9070  C48 1.097
63 H 6.8610 -2.1892 2.6889  C50 1.093
64 H 6.7574 -2.8972 1.0541  C50 1.094
65 H 7.6232 -1.3835 1.3069  C50 1.090
66 C -3.4717 5.7099 -3.0559  O67 1.416, H75 1.089, H76 1.095, H77 1.094
67 O -2.3406 5.1977 -2.3760  C66 1.416, C68 1.424
68 C -1.1282 5.8731 -2.6965  O67 1.424, C69 1.513, H78 1.093, H79 1.094
69 C -0.6062 6.6394 -1.5010  C68 1.513, N70 1.458, H80 1.094, H81 1.098
70 N -1.4600 7.7793 -1.1905  C69 1.458, C71 1.460, H82 1.012
71 C -1.1410 8.4463 0.0684  N70 1.460, C72 1.525, H83 1.093, H84 1.094
72 C -1.3311 7.6594 1.3610  C71 1.525, O73 1.415, H85 1.093, H86 1.097
73 O -2.6801 7.3512 1.6582  C72 1.415, C74 1.416
74 C -3.1751 6.1558 1.0837  O73 1.416, H87 1.093, H88 1.094, H89 1.090
75 H -4.3133 5.0526 -2.8422  C66 1.089
76 H -3.7272 6.7197 -2.7170  C66 1.095
77 H -3.3079 5.7254 -4.1372  C66 1.094
78 H -1.2634 6.5335 -3.5570  C68 1.093
79 H -0.3940 5.1096 -2.9692  C68 1.094
80 H 0.4015 7.0018 -1.7233  C69 1.094
81 H -0.5347 5.9327 -0.6630  C69 1.098
82 H -2.4220 7.4684 -1.1568  N70 1.012
83 H -1.7707 9.3371 0.1295  C71 1.093
84 H -0.1046 8.7949 0.0224  C71 1.094
85 H -0.9846 8.2946 2.1806  C72 1.093
86 H -0.7168 6.7516 1.3906  C72 1.097
87 H -2.3911 5.4022 0.9743  C74 1.093
88 H -3.6413 6.3374 0.1113  C74 1.094
89 H -3.9439 5.7638 1.7501  C74 1.090

Properties
Highest occupied orbital energy ... -8.43 eV
F_max ... 1.2 eV/A
HOMO-LUMO gap ... 8.669 eV
Multiplicity ... 1
Structure (SMILES) ... [H]/N=C\C[Si@@H](CCCCCCCCC)P(O)Br.COCCNCCOC.COCCNCCOC

Löwdin population analysis, charges in e, atoms 1 to 4: atom 1 (H): 0.04, atom 2 (N): 0.08, atom 3 (C): -0.39, atom 4 (C): -0.29

=====

Q: HOMO-LUMO gap of number 2 (C23H54N2O8S5)?
A: 8.056 eV

=====

Q: Look up the multiplicity of the first one.
A: 1